Entry 1:
Density functional theory data (wB97M-V/def2-TZVPD) for C8H10F12N2O10S4Zn as an isolated structure at a distorted geometry.

gap between HOMO and LUMO: 10.88 eV
energy above the lowest of the compared OMol25 structures with the same formula, charge and spin: 0.00 kJ/mol

The geometry in ORCA input format:
```
! RIJCOSX wB97M-V def2-TZVPD def2/J DEFGRID3
* xyz 0 1
Zn 0.008 0.193 -0.163
C 0.072 3.777 -1.038
F 0.101 4.827 -1.846
F 1.045 3.858 -0.151
F -1.093 3.699 -0.430
S 0.303 2.233 -2.079
O -0.951 1.518 -1.961
O 0.751 2.578 -3.371
N 1.312 1.261 -1.180
S 2.899 1.466 -1.605
O 3.190 1.079 -2.928
O 3.378 2.723 -1.141
C 3.725 0.225 -0.505
F 2.992 -0.901 -0.421
F 4.892 -0.082 -1.045
F 3.894 0.719 0.710
C -1.874 0.154 3.491
F -2.145 -1.089 3.075
F -2.892 0.655 4.135
F -0.791 0.112 4.274
S -1.483 1.260 2.018
O -2.310 2.391 2.098
O -0.065 1.418 2.010
N -1.748 0.328 0.689
S -3.347 0.303 0.300
O -4.167 -0.002 1.437
O -3.766 1.381 -0.525
C -3.363 -1.178 -0.815
F -2.920 -2.267 -0.165
F -4.620 -1.393 -1.183
F -2.613 -0.968 -1.871
C 1.686 -1.027 2.391
O 0.926 -1.101 1.200
C 0.385 -2.393 0.917
C 0.504 -2.682 -0.570
O 0.034 -1.528 -1.246
C 0.121 -1.606 -2.668
H 1.104 -1.419 3.225
H 1.993 0.000 2.564
H 2.628 -1.579 2.292
H -0.630 -2.444 1.320
H 0.959 -3.155 1.454
H -0.097 -3.581 -0.745
H 1.541 -2.885 -0.842
H 1.163 -1.594 -2.998
H -0.390 -0.751 -3.099
H -0.339 -2.534 -3.011
*
```



Entry 2:
Density functional theory data (wB97M-V/def2-TZVPD) for an isolated ion of composition C8H10F3N2O and charge +1 at a distorted geometry.

gap between HOMO and LUMO: 9.25 eV
energy above the lowest of the compared OMol25 structures with the same formula, charge and spin: 0.00 kJ/mol
SMILES: Cc1c[nH+]nc(C[C@@H](O)C(F)(F)F)c1

The geometry in ORCA input format:
```
! RIJCOSX wB97M-V def2-TZVPD def2/J DEFGRID3
* xyz 1 1
C -2.965 1.493 -0.910
C -1.575 1.019 -1.091
C -1.113 0.628 -2.325
N 0.118 0.189 -2.424
N 1.005 0.059 -1.468
C 0.601 0.442 -0.277
C 1.571 0.293 0.839
C 1.715 -1.212 1.201
O 2.982 -1.553 1.681
C 0.677 -1.665 2.196
F 0.662 -2.994 2.263
F -0.552 -1.264 1.786
F 0.885 -1.167 3.403
C -0.689 0.925 -0.087
H -3.260 2.167 -1.705
H -3.613 0.621 -0.974
H -3.100 1.920 0.073
H -1.732 0.670 -3.200
H 0.440 -0.089 -3.347
H 1.237 0.864 1.698
H 2.534 0.660 0.512
H 1.540 -1.779 0.286
H 3.609 -1.444 0.963
H -0.977 1.217 0.908
*
```



Entry 3:
Density functional theory data (wB97M-V/def2-TZVPD) for C8H10F3NPm as an isolated structure at a distorted geometry.

gap between HOMO and LUMO (alpha / beta): 5.75 / 5.95 eV
expectation value of S²: 6.0392
energy above the lowest of the compared OMol25 structures with the same formula, charge and spin: 69.98 kJ/mol

The geometry in ORCA input format:
```
! RIJCOSX wB97M-V def2-TZVPD def2/J DEFGRID3
* xyz -1 5
C 0.615 -1.564 -1.230
C 0.400 -0.449 -2.072
C -0.987 -0.134 -2.050
C -1.636 -1.065 -1.172
C -0.638 -1.965 -0.702
Pm -0.147 0.419 0.411
N 0.987 -0.791 1.561
C 2.149 1.765 0.649
C 1.654 2.041 -0.585
H -1.460 0.659 -2.620
H 1.168 0.079 -2.625
H -2.695 -1.106 -0.951
H -0.830 -2.885 -0.135
H 1.571 -2.062 -1.068
H 2.090 1.643 -1.502
H 2.886 0.976 0.850
H 1.468 -1.504 2.093
H 0.972 2.886 -0.738
H 1.843 2.355 1.519
F -3.365 -0.292 1.970
C -2.078 -0.099 2.410
F -1.846 1.359 2.215
F -2.122 -0.266 3.772
*
```



Entry 4:
Density functional theory data (wB97M-V/def2-TZVPD) for a 2-piece molecular cluster, C8H10F6O4 overall at a distorted geometry.

gap between HOMO and LUMO: 11.77 eV
energy above the lowest of the compared OMol25 structures with the same formula, charge and spin: 112.19 kJ/mol
SMILES: CCOC(=O)C(F)(F)F.CCOC(=O)C(F)(F)F

The geometry in ORCA input format:
```
! RIJCOSX wB97M-V def2-TZVPD def2/J DEFGRID3
* xyz 0 1
C 0.991 3.269 -1.567
C -0.477 3.098 -1.510
O -0.946 2.173 -2.530
C -1.671 1.031 -2.217
O -1.978 0.712 -1.032
C -2.158 0.205 -3.433
F -3.486 0.040 -3.402
F -1.950 0.737 -4.596
F -1.532 -1.007 -3.394
H 1.535 2.367 -1.286
H 1.257 3.928 -0.740
H 1.308 3.779 -2.477
H -1.043 4.024 -1.609
H -0.668 2.726 -0.504
C 2.491 -0.363 2.185
C 1.082 -0.819 2.575
O 0.786 -1.992 1.972
C -0.275 -2.733 2.442
O -0.890 -2.576 3.461
C -0.578 -3.976 1.541
F -1.872 -4.184 1.474
F -0.119 -3.919 0.334
F -0.067 -5.056 2.153
H 2.687 0.668 2.479
H 2.773 -0.291 1.134
H 3.282 -0.941 2.663
H 0.471 0.013 2.224
H 1.046 -0.913 3.660
*
```



Entry 5:
Density functional theory data (wB97M-V/def2-TZVPD) for C8H10FeN2 as an isolated structure at a distorted geometry.

gap between HOMO and LUMO (alpha / beta): 3.68 / 4.10 eV
expectation value of S²: 6.0857

The geometry in ORCA input format:
```
! RIJCOSX wB97M-V def2-TZVPD def2/J DEFGRID3
* xyz -2 5
C 1.132 -0.676 0.997
C 0.907 -1.170 -0.337
C -0.527 -1.433 -0.469
C -1.153 -1.369 0.766
C -0.256 -1.064 1.833
Fe 0.096 0.623 -0.262
N -1.119 -0.395 2.824
C 1.205 1.808 -1.019
C 0.552 1.072 -2.104
H -1.026 -1.679 -1.402
H 1.625 -1.176 -1.170
H -2.195 -1.552 0.974
H 0.224 -1.779 2.532
H 2.126 -0.718 1.486
H 1.137 0.353 -2.727
H 0.630 2.635 -0.560
H -0.684 0.522 2.949
H -0.370 1.422 -2.556
H 2.215 1.586 -0.730
N -2.800 1.593 -0.706
C -1.717 1.398 -0.317
*
```



Entry 6:
Density functional theory data (wB97M-V/def2-TZVPD) for C8H10I3N2O as an isolated structure at a distorted geometry.

gap between HOMO and LUMO (alpha / beta): 6.63 / 6.95 eV
energy above the lowest of the compared OMol25 structures with the same formula, charge and spin: 314.36 kJ/mol

The geometry in ORCA input format:
```
! RIJCOSX wB97M-V def2-TZVPD def2/J DEFGRID3
* xyz 1 1
C -1.565 -0.731 1.073
C -2.459 -0.179 0.220
C -2.026 -0.063 -1.221
C 1.911 -0.363 -0.342
C -0.222 -1.376 0.754
C -0.777 0.611 -1.538
C 0.674 -0.180 0.374
C 3.080 0.542 0.209
N -2.749 -0.672 -2.079
N 0.534 0.973 1.333
O 2.068 -1.147 -1.238
I -4.264 0.723 0.783
I -0.124 -2.948 -0.768
I -0.990 2.638 -1.255
H -1.950 -0.853 2.012
H 0.125 -1.799 1.723
H -0.273 0.405 -2.465
H 3.991 -0.004 -0.111
H 2.938 0.436 1.364
H 2.911 1.448 -0.335
H -2.522 -1.077 -3.012
H -0.238 0.648 1.922
H 0.373 1.845 0.781
H 1.555 1.125 1.816
*
```



Entry 7:
Density functional theory data (wB97M-V/def2-TZVPD) for C8H10IN4O4S2 as an isolated structure.

gap between HOMO and LUMO: 7.58 eV

The geometry in ORCA input format:
```
! RIJCOSX wB97M-V def2-TZVPD def2/J DEFGRID3
* xyz -1 1
C 1.381 1.055 1.133
C 0.287 1.452 1.422
S -1.304 2.023 1.849
O -1.646 3.021 0.869
O -1.200 2.457 3.212
N -2.068 0.636 1.640
S -3.633 0.601 1.879
O -4.159 1.659 2.698
O -4.036 -0.745 2.176
I -4.607 1.042 -0.322
H 2.308 0.608 0.868
C 3.860 -2.766 1.949
C 2.471 -2.372 1.746
N 1.371 -2.080 1.588
H 4.516 -2.186 1.304
H 4.150 -2.616 2.987
H 3.976 -3.820 1.702
C -4.006 4.765 -2.952
C -5.080 3.798 -2.774
N -5.880 2.990 -2.620
H -4.295 5.513 -3.689
H -3.795 5.254 -2.002
H -3.107 4.253 -3.289
C 3.770 -4.421 -2.086
C 4.711 -3.458 -1.526
N 5.424 -2.677 -1.079
H 3.119 -4.799 -1.301
H 3.160 -3.937 -2.846
H 4.312 -5.251 -2.535
*
```



Entry 8:
Density functional theory data (wB97M-V/def2-TZVPD) for C8H10IrO6P as an isolated structure at a distorted geometry.

gap between HOMO and LUMO (alpha / beta): 6.73 / 6.13 eV
expectation value of S²: 8.7750
energy above the lowest of the compared OMol25 structures with the same formula, charge and spin: 17.02 kJ/mol

The geometry in ORCA input format:
```
! RIJCOSX wB97M-V def2-TZVPD def2/J DEFGRID3
* xyz 3 6
O -0.830 2.054 -1.310
C 0.083 1.467 -1.841
Ir 0.042 -0.688 -2.533
C 0.089 -2.392 -1.596
O 0.112 -3.411 -1.064
C -0.268 -1.705 -4.213
O -0.373 -2.247 -5.225
C 1.992 -0.479 -2.274
O 3.082 -0.285 -1.971
C -1.873 -0.411 -2.088
O -2.969 -0.333 -1.743
H 1.037 2.040 -1.939
C 0.131 -0.822 3.052
P 0.004 0.151 1.550
C 1.350 1.357 1.574
C -1.522 1.052 1.613
O 0.101 -0.703 0.311
H -0.784 -0.701 3.654
H 0.998 -0.508 3.655
H 0.245 -1.882 2.777
H 2.308 0.837 1.381
H 1.187 2.115 0.785
H 1.366 1.834 2.571
H -1.572 1.771 0.791
H -2.344 0.338 1.498
H -1.592 1.551 2.585
*
```



Entry 9:
Density functional theory data (wB97M-V/def2-TZVPD) for C8H10LuO5S as an isolated structure at a distorted geometry.

gap between HOMO and LUMO: 8.38 eV
energy above the lowest of the compared OMol25 structures with the same formula, charge and spin: 129.76 kJ/mol

The geometry in ORCA input format:
```
! RIJCOSX wB97M-V def2-TZVPD def2/J DEFGRID3
* xyz 3 1
Lu -0.424 0.140 -0.980
C -1.746 -1.968 -0.905
O -2.322 -2.919 -0.621
C -1.061 -0.507 -3.244
O -1.306 -0.736 -4.343
C 1.436 -1.509 -1.425
O 2.279 -2.270 -1.602
C -2.598 1.283 -1.040
O -3.579 1.836 -0.797
C 1.044 1.892 -0.960
H 0.614 2.744 -0.388
H 2.072 1.672 -0.602
C 0.681 1.672 -2.270
H 1.394 1.233 -2.985
H -0.078 2.307 -2.757
C 0.915 0.572 3.280
S 0.483 -0.052 1.623
C 0.050 -1.767 1.988
O -0.900 0.565 1.088
H 1.866 0.055 3.506
H 0.161 0.348 4.048
H 1.078 1.665 3.238
H 0.548 -2.028 2.927
H -1.043 -1.853 2.063
H 0.434 -2.376 1.160
*
```



Entry 10:
Density functional theory data (wB97M-V/def2-TZVPD) for one molecule with the formula C8H10N2O at a distorted geometry.

gap between HOMO and LUMO: 10.48 eV
energy above the lowest of the compared OMol25 structures with the same formula, charge and spin: 276.40 kJ/mol
SMILES: CC(C)[C@@H](C#N)c1ncco1

The geometry in ORCA input format:
```
! RIJCOSX wB97M-V def2-TZVPD def2/J DEFGRID3
* xyz 0 1
C 1.732 -0.398 0.873
C 1.200 0.544 -0.291
C 2.120 1.750 -0.474
C -0.307 0.918 -0.077
C -0.837 1.696 -1.135
N -1.363 2.236 -1.983
C -1.372 -0.474 -0.091
N -1.936 -1.157 -0.996
C -2.658 -2.124 -0.311
C -2.392 -2.025 0.993
O -1.663 -0.898 1.210
H 1.050 -0.492 1.699
H 2.693 -0.018 1.217
H 2.129 -1.409 0.389
H 1.159 -0.073 -1.166
H 1.510 2.585 -0.620
H 2.719 1.713 -1.460
H 2.809 1.906 0.277
H -0.652 1.265 0.951
H -3.265 -2.858 -0.785
H -2.675 -2.687 1.781
*
```



Entry 11:
Density functional theory data (wB97M-V/def2-TZVPD) for one molecule with the formula C8H10N2O2 at a distorted geometry.

gap between HOMO and LUMO: 9.19 eV
energy above the lowest of the compared OMol25 structures with the same formula, charge and spin: 182.83 kJ/mol
SMILES: C/C(O)=C(\C)C(=O)n1ccnc1

The geometry in ORCA input format:
```
! RIJCOSX wB97M-V def2-TZVPD def2/J DEFGRID3
* xyz 0 1
C 3.231 -0.002 -0.120
C 1.937 0.739 -0.166
O 2.112 2.020 -0.411
C 0.738 0.177 0.160
C 0.699 -1.364 0.572
C -0.430 0.973 0.080
O -0.509 2.241 0.100
N -1.696 0.357 0.042
C -1.969 -0.782 -0.712
C -3.324 -0.957 -0.562
N -3.894 0.037 0.280
C -2.897 0.815 0.565
H 3.982 0.292 -0.879
H 2.977 -1.051 -0.305
H 3.792 0.413 0.756
H 1.100 2.261 -0.329
H 1.284 -1.953 -0.194
H -0.278 -1.688 0.761
H 1.296 -1.416 1.465
H -1.106 -1.241 -1.183
H -4.106 -1.587 -0.987
H -2.939 1.717 1.064
*
```



Entry 12:
Density functional theory data (wB97M-V/def2-TZVPD) for a 2-piece molecular cluster, C8H10N2O2 overall at a distorted geometry.

gap between HOMO and LUMO: 10.50 eV
energy above the lowest of the compared OMol25 structures with the same formula, charge and spin: 370.47 kJ/mol
SMILES: O=C(C1CC1)n1cccn1.C=O

The geometry in ORCA input format:
```
! RIJCOSX wB97M-V def2-TZVPD def2/J DEFGRID3
* xyz 0 1
O 0.311 -0.193 -2.042
C 0.183 -0.431 -0.884
C 1.237 -0.783 -0.018
C 2.445 -1.604 -0.630
C 2.557 -0.163 -0.260
N -1.177 -0.435 -0.395
C -1.779 -1.014 0.744
C -3.068 -0.640 0.765
C -3.237 0.097 -0.505
N -2.122 0.226 -1.153
H 0.846 -0.996 1.029
H 2.168 -1.862 -1.622
H 3.033 -2.459 -0.179
H 3.165 -0.001 0.574
H 2.668 0.526 -0.993
H -1.312 -1.616 1.522
H -3.788 -1.008 1.487
H -4.160 0.673 -0.811
C -0.758 3.351 -0.183
O -0.211 2.542 0.521
H -1.173 4.337 0.155
H -1.106 3.015 -1.256
*
```



Copy entry 7 word for word.
Density functional theory data (wB97M-V/def2-TZVPD) for C8H10IN4O4S2 as an isolated structure.

gap between HOMO and LUMO: 7.58 eV

The geometry in ORCA input format:
```
! RIJCOSX wB97M-V def2-TZVPD def2/J DEFGRID3
* xyz -1 1
C 1.381 1.055 1.133
C 0.287 1.452 1.422
S -1.304 2.023 1.849
O -1.646 3.021 0.869
O -1.200 2.457 3.212
N -2.068 0.636 1.640
S -3.633 0.601 1.879
O -4.159 1.659 2.698
O -4.036 -0.745 2.176
I -4.607 1.042 -0.322
H 2.308 0.608 0.868
C 3.860 -2.766 1.949
C 2.471 -2.372 1.746
N 1.371 -2.080 1.588
H 4.516 -2.186 1.304
H 4.150 -2.616 2.987
H 3.976 -3.820 1.702
C -4.006 4.765 -2.952
C -5.080 3.798 -2.774
N -5.880 2.990 -2.620
H -4.295 5.513 -3.689
H -3.795 5.254 -2.002
H -3.107 4.253 -3.289
C 3.770 -4.421 -2.086
C 4.711 -3.458 -1.526
N 5.424 -2.677 -1.079
H 3.119 -4.799 -1.301
H 3.160 -3.937 -2.846
H 4.312 -5.251 -2.535
*
```